# C3H10N3

A 2-piece molecular cluster, C3H10N3 overall (the ωB97M-V functional and the def2-TZVPD basis, OMol25).

Properties
Frontier orbital gap, eV: 10.79
Relative energy (zero: lowest compared OMol25 entry of this formula, charge and spin), kcal/mol: 54.90

The geometry in ORCA input format:
```
! wB97M-V def2-TZVPD RIJCOSX def2/J DEFGRID3
* xyz 1 1
C 1.948 0.437 0.615
C 0.733 0.616 -0.253
C -0.592 0.558 0.379
N -1.588 1.262 -0.092
N -1.005 -1.576 0.037
N 1.541 -0.595 -0.281
H 2.829 1.033 0.409
H 1.790 0.215 1.662
H 0.793 1.293 -1.101
H -0.630 0.275 1.425
H -1.572 1.644 -1.030
H -2.452 1.362 0.424
H -1.332 -2.032 0.879
H -1.669 -1.739 -0.715
H 2.112 -0.692 -1.115
H -0.070 -1.898 -0.206
*
```

# C4H11NO2

A 2-piece molecular cluster, C4H11NO2 overall (the ωB97M-V functional and the def2-TZVPD basis, OMol25).

Properties
Frontier orbital gap, eV: 10.46
Relative energy (zero: lowest compared OMol25 entry of this formula, charge and spin), kcal/mol: 26.17

The geometry in ORCA input format:
```
! wB97M-V def2-TZVPD RIJCOSX def2/J DEFGRID3
* xyz 0 1
C 0.062 2.705 -0.107
O -0.878 3.089 -1.149
H -0.757 2.470 -1.872
H 0.836 2.061 -0.503
H -0.514 2.177 0.647
H 0.486 3.658 0.197
C -0.223 -1.695 0.583
C -0.686 -0.689 1.644
C 0.609 -1.056 -0.529
O 1.080 0.065 -0.494
N 0.996 -1.963 -1.485
H 0.376 -2.514 0.985
H -1.029 -2.183 0.033
H -0.607 -1.206 2.601
H 1.371 -1.664 -2.369
H 0.798 -2.928 -1.291
H -1.766 -0.576 1.537
H -0.153 0.248 1.571
*
```

# C27H26Cl5IN2O3Pt

C27H26Cl5IN2O3Pt as an isolated structure (the ωB97M-V functional and the def2-TZVPD basis, OMol25).

Properties
Frontier orbital gap (alpha / beta), eV: 4.84 / 4.49
Expectation value of S²: 2.093
Relative energy (zero: lowest compared OMol25 entry of this formula, charge and spin), kcal/mol: 431.77

The geometry in ORCA input format:
```
! wB97M-V def2-TZVPD RIJCOSX def2/J DEFGRID3
* xyz -2 3
Pt -0.282 0.067 -0.120
Cl 1.167 1.861 1.231
C 2.130 -0.799 1.291
C 1.604 -0.917 -0.164
C 2.576 -0.845 -1.135
Cl 2.055 -0.881 -2.802
C 3.962 -0.782 -0.902
Cl 5.086 -0.934 -2.198
C 4.458 -0.665 0.434
Cl 6.159 -0.472 0.696
C 3.610 -0.703 1.475
Cl 4.132 -0.504 3.105
C 2.091 2.927 2.162
C 0.074 2.529 -0.032
N 1.519 0.440 1.636
O -0.242 3.507 -0.615
H 1.980 1.826 0.096
H 1.948 3.981 1.978
H 2.800 2.543 2.875
H 0.079 1.787 2.010
H 1.702 -1.592 1.911
I 0.020 -0.991 7.123
C -0.749 -0.109 5.380
C -0.984 -0.901 4.268
C -1.473 -0.303 3.115
C -1.734 1.060 3.075
C -1.516 1.826 4.214
C -1.008 1.252 5.370
C -2.303 1.717 1.813
O -2.839 2.816 1.948
O -2.183 1.044 0.744
H -0.783 -1.963 4.291
H -1.654 -0.893 2.226
H -1.741 2.884 4.166
H -0.814 1.856 6.246
C -2.629 -3.185 0.877
C -1.950 -3.906 -0.291
C -0.430 -3.944 -0.105
C -2.380 -3.316 -1.616
C -3.122 -4.096 -2.483
C -3.613 -3.623 -3.696
C -3.340 -2.295 -4.013
C -2.601 -1.453 -3.205
C -2.424 -0.010 -3.635
C -3.125 0.965 -2.685
C -0.964 0.394 -3.849
C -2.066 -1.947 -1.958
N -1.354 -1.192 -1.167
H -2.266 -3.559 1.841
H -3.712 -3.325 0.837
H -2.431 -2.114 0.816
H -2.302 -4.945 -0.292
H -0.021 -2.937 -0.015
H 0.051 -4.418 -0.964
H -0.169 -4.509 0.796
H -3.336 -5.119 -2.184
H -4.189 -4.255 -4.360
H -3.728 -1.883 -4.942
H -2.919 0.067 -4.611
H -2.752 0.870 -1.665
H -4.201 0.777 -2.668
H -2.955 2.000 -2.997
H -0.449 0.546 -2.899
H -0.913 1.333 -4.408
H -0.422 -0.374 -4.404
*
```

# C61H49BIN3P3ReSSi

C61H49BIN3P3ReSSi as an isolated structure (the ωB97M-V functional and the def2-TZVPD basis, OMol25).

Properties
Frontier orbital gap (alpha / beta), eV: 7.42 / 6.35
Expectation value of S²: 0.760
Relative energy (zero: lowest compared OMol25 entry of this formula, charge and spin), kcal/mol: 4.78

The geometry in ORCA input format:
```
! wB97M-V def2-TZVPD RIJCOSX def2/J DEFGRID3
* xyz 1 2
Re -0.405 0.004 -0.115
C -1.242 -6.326 -1.061
C -1.570 -6.045 0.254
C -1.220 -4.826 0.819
C -0.524 -3.885 0.063
C -0.197 -4.176 -1.258
C -0.556 -5.388 -1.821
P 0.049 -2.317 0.785
C -0.670 -2.400 2.452
C -2.058 -2.249 2.533
C -2.680 -2.137 3.761
C -1.919 -2.198 4.927
C -0.554 -2.404 4.852
C 0.078 -2.493 3.615
C 1.843 -2.570 0.944
C 2.322 -3.771 1.472
C 3.682 -4.004 1.545
C 4.574 -3.054 1.060
C 4.098 -1.870 0.523
C 2.725 -1.602 0.463
Si 2.044 0.023 -0.172
C 2.583 1.438 0.942
C 3.813 1.470 1.601
C 4.169 2.542 2.406
C 3.293 3.604 2.562
C 2.066 3.593 1.916
C 1.706 2.513 1.118
P 0.101 2.487 0.223
C -1.026 3.429 1.325
C -0.934 4.823 1.374
C -1.738 5.556 2.234
C -2.657 4.914 3.049
C -2.756 3.531 3.012
C -1.943 2.795 2.164
C 0.468 3.654 -1.146
C 1.753 3.671 -1.691
C 2.089 4.585 -2.679
C 1.146 5.493 -3.139
C -0.140 5.469 -2.621
C -0.478 4.554 -1.635
C 2.614 0.492 -1.901
C 3.945 0.831 -2.179
C 4.335 1.186 -3.459
C 3.402 1.191 -4.493
C 2.085 0.859 -4.236
C 1.686 0.541 -2.936
P -0.005 -0.015 -2.563
C 0.033 -1.556 -3.563
C -1.040 -2.028 -4.313
C -0.913 -3.185 -5.072
C 0.287 -3.875 -5.102
C 1.364 -3.414 -4.357
C 1.236 -2.270 -3.587
C -1.148 1.091 -3.457
C -0.747 2.315 -3.987
C -1.665 3.127 -4.644
C -2.985 2.728 -4.782
C -3.403 1.528 -4.222
C -2.499 0.728 -3.547
H -1.522 -7.277 -1.496
H -2.108 -6.771 0.849
H -1.488 -4.622 1.845
H 0.339 -3.447 -1.842
H -0.304 -5.594 -2.852
H -2.643 -2.225 1.620
H -3.753 -2.005 3.815
H -2.397 -2.077 5.891
H 0.037 -2.465 5.756
H 1.152 -2.616 3.570
H 1.625 -4.524 1.822
H 4.050 -4.931 1.966
H 5.639 -3.241 1.098
H 4.806 -1.149 0.126
H 4.500 0.639 1.496
H 5.123 2.543 2.918
H 3.555 4.442 3.195
H 1.392 4.424 2.061
H -0.243 5.351 0.732
H -1.645 6.634 2.260
H -3.292 5.489 3.711
H -3.465 3.016 3.648
H -2.032 1.722 2.161
H 2.504 2.983 -1.334
H 3.099 4.601 -3.068
H 1.416 6.226 -3.888
H -0.882 6.174 -2.974
H -1.480 4.572 -1.226
H 4.680 0.828 -1.380
H 5.365 1.452 -3.659
H 3.706 1.448 -5.500
H 1.366 0.840 -5.047
H -1.981 -1.503 -4.332
H -1.760 -3.537 -5.646
H 0.385 -4.770 -5.703
H 2.308 -3.944 -4.371
H 2.085 -1.928 -3.007
H 0.279 2.646 -3.896
H -1.335 4.074 -5.051
H -3.688 3.356 -5.315
H -4.436 1.215 -4.306
H -2.854 -0.173 -3.063
I -6.263 0.286 1.958
C -4.853 1.166 0.720
C -5.085 2.387 0.106
C -4.097 2.910 -0.710
C -2.913 2.213 -0.859
N -2.683 1.044 -0.255
C -3.648 0.521 0.505
H -6.015 2.918 0.262
H -4.240 3.849 -1.229
H -2.123 2.592 -1.492
H -3.445 -0.433 0.968
S 0.896 0.935 4.323
C 0.264 0.576 2.920
N -0.233 0.303 1.874
B -3.882 -2.958 -1.397
C -2.688 -1.983 -1.154
N -1.805 -1.258 -0.959
H -4.886 -2.364 -1.058
H -3.900 -3.211 -2.583
H -3.649 -3.946 -0.738
*
```

# C5HN3O

C5HN3O as an isolated structure (the ωB97M-V functional and the def2-TZVPD basis, OMol25).

Properties
Frontier orbital gap, eV: 9.08
Relative energy (zero: lowest compared OMol25 entry of this formula, charge and spin), kcal/mol: 19.20

The geometry in ORCA input format:
```
! wB97M-V def2-TZVPD RIJCOSX def2/J DEFGRID3
* xyz 0 1
C -1.968 -0.106 0.595
C 1.880 -0.380 0.007
C 0.304 1.072 -1.041
C -0.800 -0.908 0.392
C 0.723 0.421 0.182
N -2.931 0.521 0.579
N 2.821 -1.029 -0.028
N -0.193 1.478 -1.996
O -0.565 -2.049 0.163
H 0.729 0.981 1.146
*
```

# C10H10N2

C10H10N2 as an isolated structure (the ωB97M-V functional and the def2-TZVPD basis, OMol25).

Properties
Frontier orbital gap, eV: 9.18
Relative energy (zero: lowest compared OMol25 entry of this formula, charge and spin), kcal/mol: 194.37

The geometry in ORCA input format:
```
! wB97M-V def2-TZVPD RIJCOSX def2/J DEFGRID3
* xyz 0 1
C -3.852 0.258 -0.501
C -2.351 -0.645 1.146
C -0.389 -0.230 0.366
C -1.363 0.296 -0.501
C 0.988 -0.030 0.145
C 1.682 1.061 0.502
C 3.103 1.074 0.552
C 3.855 -0.050 -0.050
C 3.099 -1.090 -0.327
C 1.738 -1.222 -0.238
H -4.208 -0.544 -0.665
H -3.745 0.857 -1.537
H -4.589 0.998 -0.348
H -3.048 -0.907 1.727
H -1.545 0.942 -1.719
H 0.863 2.135 0.993
H 3.459 2.032 0.821
H 5.111 0.128 0.071
H 3.639 -2.202 -0.986
H 1.204 -2.000 -0.823
N -2.556 0.013 -0.010
N -1.095 -0.875 1.383
*
```

# C4H4MnO5

C4H4MnO5 as an isolated structure (the ωB97M-V functional and the def2-TZVPD basis, OMol25).

Properties
Frontier orbital gap (alpha / beta), eV: 5.63 / 8.37
Expectation value of S²: 12.005
Relative energy (zero: lowest compared OMol25 entry of this formula, charge and spin), kcal/mol: 0.00

The geometry in ORCA input format:
```
! wB97M-V def2-TZVPD RIJCOSX def2/J DEFGRID3
* xyz -1 7
O 0.776 -0.529 -0.495
C 0.296 -1.536 -0.156
O 0.110 -2.644 0.162
O -1.838 -0.601 0.971
C -1.267 -0.115 2.236
H -0.341 -0.708 2.358
C -0.855 1.335 2.028
H -0.232 1.488 1.127
H -1.722 2.009 1.942
H -0.264 1.672 2.895
C -3.176 -1.047 0.922
O -3.773 -1.205 2.031
O -3.637 -1.249 -0.200
Mn -2.755 -0.610 3.672
*
```

# C6H12F3NO3PS2

An isolated ion of composition C6H12F3NO3PS2 and charge -1 (the ωB97M-V functional and the def2-TZVPD basis, OMol25).

Properties
Frontier orbital gap, eV: 7.88
Relative energy (zero: lowest compared OMol25 entry of this formula, charge and spin), kcal/mol: 153.13

The geometry in ORCA input format:
```
! wB97M-V def2-TZVPD RIJCOSX def2/J DEFGRID3
* xyz -1 1
C -0.861 2.856 1.376
C 0.312 2.309 0.581
P 0.059 0.665 -0.358
S -0.810 1.621 -2.088
C -0.330 -1.116 -1.021
C -0.613 -2.135 0.275
C -2.089 -1.931 0.955
N -2.316 -0.914 2.082
O -3.197 -2.639 0.598
S 1.944 0.749 -1.365
O 2.623 2.135 -1.418
O 1.811 0.297 -2.872
C 3.232 -0.441 -0.618
F 4.030 -1.007 -1.739
F 4.144 0.270 0.349
F 2.616 -1.550 0.149
H -0.639 3.455 2.360
H -1.985 2.657 1.103
H 1.296 2.934 0.662
H 0.613 -0.006 0.826
H -1.299 0.635 0.204
H -1.940 0.934 -2.555
H -1.327 -1.031 -1.640
H 0.560 -1.603 -1.604
H -0.619 -3.226 -0.211
H 0.287 -2.148 1.040
H -2.292 -1.368 3.020
H -3.210 -0.403 1.909
*
```

# C31H20Br4N9O3PtS

C31H20Br4N9O3PtS as an isolated structure (the ωB97M-V functional and the def2-TZVPD basis, OMol25).

Properties
Frontier orbital gap, eV: 6.54
Relative energy (zero: lowest compared OMol25 entry of this formula, charge and spin), kcal/mol: 12.64

The geometry in ORCA input format:
```
! wB97M-V def2-TZVPD RIJCOSX def2/J DEFGRID3
* xyz 1 1
Pt -2.021 1.338 -0.075
S -2.364 2.703 -1.912
C -3.703 1.607 -2.120
C -4.653 1.521 -3.128
C -5.613 0.533 -3.017
C -5.613 -0.338 -1.927
C -4.638 -0.200 -0.967
N -3.709 0.755 -1.080
H -4.633 2.214 -3.957
H -6.375 0.438 -3.779
H -6.365 -1.105 -1.822
H -4.590 -0.829 -0.088
Br 0.960 6.096 3.852
C -0.313 5.046 2.951
C -1.675 5.314 3.068
Br -2.286 6.749 4.116
C -2.607 4.507 2.404
Br -4.465 4.751 2.545
C -2.168 3.460 1.620
O -3.032 2.607 0.994
C -0.805 3.224 1.463
O -0.424 2.204 0.644
C 0.118 3.984 2.151
Br 1.931 3.492 1.978
C 0.955 -0.258 4.012
N -0.297 -0.173 3.242
C -0.472 -0.202 1.938
N -1.746 0.090 1.659
C -2.300 0.317 2.889
N -1.459 0.145 3.868
C 1.817 -1.431 3.629
C 1.933 -2.544 4.453
C 2.780 -3.588 4.106
C 3.493 -3.549 2.918
C 3.360 -2.451 2.077
C 2.545 -1.387 2.446
C 4.023 -2.410 0.771
N 5.201 -2.772 0.410
N 5.286 -2.530 -0.958
C 4.151 -2.042 -1.311
O 3.289 -1.928 -0.267
C 3.650 -1.647 -2.628
C 4.496 -1.177 -3.628
C 3.957 -0.783 -4.842
C 2.586 -0.844 -5.065
C 1.745 -1.332 -4.075
C 0.253 -1.465 -4.281
N -0.466 -1.093 -3.058
C -0.428 0.055 -2.404
N -1.026 -0.103 -1.225
C -1.440 -1.409 -1.236
N -1.106 -2.036 -2.325
C 2.284 -1.737 -2.862
H 0.648 -0.293 5.053
H 1.489 0.679 3.844
H 0.306 -0.390 1.220
H -3.330 0.598 3.034
H 1.374 -2.588 5.380
H 2.877 -4.442 4.763
H 4.145 -4.364 2.633
H 2.504 -0.507 1.813
H 5.560 -1.114 -3.444
H 4.609 -0.410 -5.621
H 2.180 -0.521 -6.016
H -0.025 -2.502 -4.459
H -0.111 -0.863 -5.112
H 0.062 0.948 -2.754
H -1.954 -1.875 -0.412
H 1.645 -2.145 -2.088
*
```

# C15H25N3O2

C15H25N3O2 as an isolated structure (the ωB97M-V functional and the def2-TZVPD basis, OMol25).

Properties
Frontier orbital gap, eV: 8.61
Relative energy (zero: lowest compared OMol25 entry of this formula, charge and spin), kcal/mol: 328.99

The geometry in ORCA input format:
```
! wB97M-V def2-TZVPD RIJCOSX def2/J DEFGRID3
* xyz 0 1
C 0.461 -2.282 -4.796
N 0.337 -1.394 -3.540
C -0.161 -0.159 -3.768
C -0.066 0.723 -2.649
N -1.096 0.198 -1.743
C -1.036 -1.179 -1.675
O -1.668 -1.621 -0.892
C -0.353 -2.190 -2.510
C 0.804 -2.823 -1.664
H 0.499 -3.601 -1.142
C 1.412 -1.919 -0.557
O 1.991 -0.951 -0.895
N 0.676 -1.830 0.583
C 0.994 -1.015 1.743
H 1.332 -0.139 1.249
H 1.649 -1.322 2.424
C -0.462 -0.388 2.141
C -0.370 0.888 2.694
C -0.255 1.011 4.199
C 0.019 2.412 4.641
C 0.058 3.445 3.556
C -0.661 3.209 2.371
C -0.510 1.874 1.809
H -1.256 1.698 1.056
H 0.121 1.800 1.246
H -0.754 4.126 1.801
H -1.919 3.481 2.764
H 1.178 3.263 3.320
H 0.141 4.513 3.920
H 0.753 2.504 5.396
H -1.049 2.560 5.264
H -0.250 0.204 4.709
H -0.760 -1.277 2.998
H -1.221 -0.520 1.280
H 0.118 -2.627 0.700
H 1.822 -3.118 -2.160
H -1.082 -2.981 -2.785
H -1.084 0.731 -1.027
H -0.303 1.670 -2.853
H 1.148 0.514 -2.388
H 0.579 0.428 -4.733
H -0.954 -0.220 -4.396
H 0.998 -1.854 -5.716
H -0.636 -2.440 -5.350
H 0.812 -3.399 -4.627
*
```

# C24H25CrN5O4S

C24H25CrN5O4S as an isolated structure (the ωB97M-V functional and the def2-TZVPD basis, OMol25).

Properties
Frontier orbital gap (alpha / beta), eV: 7.02 / 6.58
Expectation value of S²: 3.780
Relative energy (zero: lowest compared OMol25 entry of this formula, charge and spin), kcal/mol: 0.82

The geometry in ORCA input format:
```
! wB97M-V def2-TZVPD RIJCOSX def2/J DEFGRID3
* xyz 1 4
Cr 0.590 -0.118 0.229
C -2.773 -1.468 -2.175
C -1.937 -1.201 -1.079
N -0.774 -0.603 -1.229
C -0.325 -0.250 -2.483
C -1.134 -0.414 -3.610
C -2.381 -1.056 -3.417
C -0.659 0.045 -4.865
C 0.567 0.632 -4.926
C 1.407 0.753 -3.787
C 1.001 0.284 -2.563
N 1.678 0.286 -1.345
C 3.036 0.505 -1.114
C 4.070 0.623 -2.011
C 5.398 0.851 -1.566
C 5.710 0.957 -0.246
C 4.680 0.797 0.714
C 4.896 0.843 2.110
C 3.865 0.644 2.983
C 2.585 0.383 2.472
N 2.350 0.349 1.176
C 3.373 0.562 0.276
H -3.713 -1.976 -2.013
H -2.214 -1.459 -0.065
H -3.018 -1.227 -4.278
H -1.274 -0.070 -5.747
H 0.933 1.012 -5.871
H 2.358 1.244 -3.902
H 3.899 0.518 -3.068
H 6.179 0.945 -2.309
H 6.725 1.141 0.080
H 5.897 1.033 2.479
H 4.014 0.673 4.052
H 1.740 0.202 3.124
N -0.009 1.859 0.576
N -0.389 1.865 1.955
C -1.060 0.682 2.330
O -1.879 0.684 3.214
O -0.607 -0.391 1.701
H 0.732 2.539 0.439
H -0.853 2.153 0.054
H -0.936 2.684 2.193
C -5.191 3.169 -1.478
C -4.714 1.727 -1.385
S -3.663 1.403 0.028
O -2.611 2.495 -0.006
C -4.832 1.769 1.376
C -4.429 3.014 2.154
H -5.599 3.357 -2.471
H -4.360 3.855 -1.319
H -5.972 3.391 -0.752
H -4.091 1.457 -2.240
H -5.531 1.003 -1.326
H -4.814 0.884 2.011
H -5.827 1.861 0.942
H -3.530 2.829 2.740
H -5.236 3.274 2.839
H -4.250 3.858 1.491
O 1.469 -3.139 0.122
C 1.161 -2.068 0.190
*
```

| no. | total energy (eV) |
| --- | --- |
| 1 | -7735.8838 |
| 2 | -9911.1072 |
| 3 | -111486.5209 |
| 4 | -126007.3852 |
| 5 | -11715.1301 |
| 6 | -13504.6668 |
| 7 | -45771.5377 |
| 8 | -53153.3868 |
| 9 | -346271.1773 |
| 10 | -24513.0042 |
| 11 | -80188.7289 |